A 16-piece molecular cluster, C24H59F2N16O34S overall at a distorted geometry. Source: the Open Molecules 2025 dataset; level of theory: wB97M-V/def2-TZVPD.

Bonds (Å) are listed after each position.
Positions of all 136 atoms, in Å:
1 C -1.3525 -3.0498 0.6775  C2 1.492, H18 1.085, H19 1.085, H20 1.089
2 C -1.8498 -1.7610 1.2421  C1 1.492, O3 1.209, O4 1.359
3 O -1.2646 -0.7038 1.1889  C2 1.209
4 O -3.0690 -1.8797 1.8301  C2 1.359, C5 1.427
5 C -3.9859 -0.8851 1.3772  O4 1.427, C6 1.536, H21 1.085, H22 1.089
6 C -4.2075 -0.8718 -0.1423  C5 1.536, C7 1.541, H23 1.089, H24 1.081
7 C -4.2867 0.5924 -0.6170  C6 1.541, C8 1.543, H25 1.084, H26 1.087
8 C -3.2578 0.9241 -1.7186  C7 1.543, C9 1.529, H27 1.088, H28 1.086
9 C -2.0509 1.4828 -0.9645  C8 1.529, S10 1.821, H29 1.091, H30 1.094
10 S -0.7504 2.1936 -2.0226  C9 1.821, N11 1.728, H31 1.361
11 N 0.1225 0.8836 -2.7361  S10 1.728, C12 1.417, C15 1.447
12 C 0.3819 1.1350 -4.1061  N11 1.417, O13 1.185, F14 1.322
13 O -0.0369 2.0459 -4.7384  C12 1.185
14 F 1.1939 0.2195 -4.6064  C12 1.322
15 C -0.4166 -0.4345 -2.4776  N11 1.447, O16 1.172, F17 1.337
16 O -0.2860 -1.0382 -1.4817  C15 1.172
17 F -1.0811 -0.8978 -3.5408  C15 1.337
18 H -0.3365 -2.9688 0.3055  C1 1.085
19 H -2.0547 -3.3458 -0.0948  C1 1.085
20 H -1.4554 -3.7945 1.4647  C1 1.089
21 H -4.9261 -1.0955 1.8770  C5 1.085
22 H -3.6671 0.0898 1.7444  C5 1.089
23 H -3.4431 -1.4161 -0.6948  C6 1.089
24 H -5.1484 -1.3565 -0.3627  C6 1.081
25 H -4.1363 1.2769 0.2097  C7 1.084
26 H -5.2668 0.7839 -1.0461  C7 1.087
27 H -3.6739 1.6926 -2.3672  C8 1.088
28 H -3.0210 0.0318 -2.2899  C8 1.086
29 H -2.3779 2.3667 -0.4151  C9 1.091
30 H -1.6048 0.7643 -0.2708  C9 1.094
31 H -1.4772 2.7926 -3.0051  S10 1.361
32 C 2.9968 -2.9795 2.2572  N33 1.487, H36 1.083, H37 1.086, H38 1.080
33 N 1.9846 -3.7023 1.4418  C32 1.487, O34 1.221, O35 1.209
34 O 1.7443 -3.2945 0.3161  N33 1.221
35 O 1.4482 -4.6601 1.9482  N33 1.209
36 H 3.3814 -2.1535 1.6710  C32 1.083
37 H 2.4956 -2.6293 3.1546  C32 1.086
38 H 3.7790 -3.6823 2.5031  C32 1.080
39 C -2.1326 4.4753 2.4138  N40 1.487, H43 1.084, H44 1.085, H45 1.079
40 N -3.1332 4.1301 1.3698  C39 1.487, O41 1.216, O42 1.216
41 O -3.1850 4.8001 0.3563  N40 1.216
42 O -3.8288 3.1579 1.5922  N40 1.216
43 H -1.5738 5.3447 2.0877  C39 1.084
44 H -2.6697 4.6734 3.3358  C39 1.085
45 H -1.4886 3.6167 2.5234  C39 1.079
46 C 3.9305 1.4957 -5.8686  N47 1.489, H50 1.084, H51 1.086, H52 1.087
47 N 4.9825 2.4968 -6.1963  C46 1.489, O48 1.208, O49 1.217
48 O 5.7971 2.2166 -7.0437  N47 1.208
49 O 4.9397 3.5455 -5.5803  N47 1.217
50 H 4.0810 0.6145 -6.4809  C46 1.084
51 H 4.0281 1.2615 -4.8123  C46 1.086
52 H 2.9715 1.9604 -6.0812  C46 1.087
53 C 2.1713 4.6991 -4.2050  N54 1.487, H57 1.084, H58 1.086, H59 1.087
54 N 1.8065 6.0070 -3.5999  C53 1.487, O55 1.204, O56 1.221
55 O 2.1576 7.0148 -4.1581  N54 1.204
56 O 1.1658 5.9490 -2.5625  N54 1.221
57 H 2.7312 4.8646 -5.1178  C53 1.084
58 H 2.7714 4.1633 -3.4754  C53 1.086
59 H 1.2402 4.1772 -4.4082  C53 1.087
60 C -8.2955 -3.5697 -2.0422  N61 1.486, H64 1.083, H65 1.086, H66 1.085
61 N -7.0958 -3.0992 -1.3012  C60 1.486, O62 1.216, O63 1.215
62 O -6.1051 -2.7908 -1.9347  N61 1.216
63 O -7.1751 -3.0508 -0.0899  N61 1.215
64 H -8.0685 -3.5553 -3.1015  C60 1.083
65 H -8.5210 -4.5747 -1.6989  C60 1.086
66 H -9.1121 -2.8954 -1.8046  C60 1.085
67 C 1.0758 1.1387 3.9316  N68 1.487, H71 1.083, H72 1.087, H73 1.086
68 N 0.1100 2.2668 3.9992  C67 1.487, O69 1.210, O70 1.222
69 O -0.9904 2.0591 4.4568  N68 1.210
70 O 0.4905 3.3498 3.5809  N68 1.222
71 H 0.5926 0.2560 4.3323  C67 1.083
72 H 1.3480 1.0052 2.8881  C67 1.087
73 H 1.9418 1.4233 4.5225  C67 1.086
74 C 1.1309 5.5563 6.2185  N75 1.484, H78 1.082, H79 1.082, H80 1.087
75 N 2.3853 5.0851 6.8567  C74 1.484, O76 1.213, O77 1.216
76 O 3.2083 5.9128 7.1854  N75 1.213
77 O 2.5135 3.8829 6.9906  N75 1.216
78 H 1.1590 6.6359 6.1486  C74 1.082
79 H 1.0960 5.1027 5.2363  C74 1.082
80 H 0.3001 5.2271 6.8368  C74 1.087
81 C 7.7891 -3.9860 3.8452  N82 1.488, H85 1.088, H86 1.086, H87 1.086
82 N 6.4331 -3.8946 3.2393  C81 1.488, O83 1.213, O84 1.217
83 O 6.2040 -4.5424 2.2393  N82 1.213
84 O 5.6237 -3.1712 3.7900  N82 1.217
85 H 8.3976 -4.6669 3.2537  C81 1.088
86 H 8.2064 -2.9830 3.8490  C81 1.086
87 H 7.6598 -4.3485 4.8608  C81 1.086
88 C 3.5523 3.8370 -0.5297  N89 1.489, H92 1.084, H93 1.086, H94 1.087
89 N 3.5642 2.8407 0.5764  C88 1.489, O90 1.220, O91 1.208
90 O 2.5968 2.1071 0.6971  N89 1.220
91 O 4.5391 2.8219 1.2888  N89 1.208
92 H 2.6158 3.7351 -1.0664  C88 1.084
93 H 3.6377 4.8224 -0.0808  C88 1.086
94 H 4.4049 3.6259 -1.1698  C88 1.087
95 C 0.1076 -5.0689 -2.9695  N96 1.487, H99 1.084, H100 1.085, H101 1.086
96 N -0.8117 -5.8502 -2.0998  C95 1.487, O97 1.215, O98 1.209
97 O -1.5224 -5.2348 -1.3300  N96 1.215
98 O -0.7767 -7.0533 -2.2151  N96 1.209
99 H -0.0285 -4.0168 -2.7476  C95 1.084
100 H 1.1188 -5.3907 -2.7415  C95 1.085
101 H -0.1476 -5.2975 -3.9999  C95 1.086
102 C 4.5869 5.7443 4.1018  N103 1.489, H106 1.083, H107 1.086, H108 1.086
103 N 3.4539 6.0414 3.1824  C102 1.489, O104 1.214, O105 1.213
104 O 3.6519 5.9584 1.9872  N103 1.214
105 O 2.3932 6.3439 3.6860  N103 1.213
106 H 5.4530 5.4920 3.5024  C102 1.083
107 H 4.7612 6.6326 4.7012  C102 1.086
108 H 4.2875 4.9113 4.7311  C102 1.086
109 C 10.3847 -3.9019 0.0296  N110 1.488, H113 1.083, H114 1.086, H115 1.085
110 N 10.6568 -4.3904 1.4089  C109 1.488, O111 1.218, O112 1.209
111 O 9.8442 -5.1444 1.9129  N110 1.218
112 O 11.6711 -4.0030 1.9402  N110 1.209
113 H 9.4491 -4.3322 -0.3068  C109 1.083
114 H 10.3305 -2.8185 0.0753  C109 1.086
115 H 11.2138 -4.2189 -0.5952  C109 1.085
116 C 6.5174 5.2956 -8.2426  N117 1.487, H120 1.083, H121 1.086, H122 1.083
117 N 5.4334 5.6050 -9.2131  C116 1.487, O118 1.211, O119 1.216
118 O 5.6794 5.5080 -10.3947  N117 1.211
119 O 4.3589 5.9271 -8.7432  N117 1.216
120 H 7.4077 5.0172 -8.7934  C116 1.083
121 H 6.6869 6.1863 -7.6455  C116 1.086
122 H 6.1636 4.4772 -7.6271  C116 1.083
123 C -8.9144 -5.7741 1.4710  N124 1.487, H127 1.084, H128 1.084, H129 1.086
124 N -9.9455 -6.2239 0.4990  C123 1.487, O125 1.221, O126 1.209
125 O -10.1055 -5.5673 -0.5173  N124 1.221
126 O -10.5736 -7.2186 0.7784  N124 1.209
127 H -8.4424 -4.8773 1.0856  C123 1.084
128 H -9.4254 -5.5779 2.4066  C123 1.084
129 H -8.1951 -6.5805 1.5811  C123 1.086
130 C -13.3322 -6.4250 3.2896  N131 1.489, H134 1.084, H135 1.085, H136 1.086
131 N -12.1694 -5.9445 4.0852  C130 1.489, O132 1.218, O133 1.208
132 O -11.1636 -5.6252 3.4774  N131 1.218
133 O -12.2975 -5.9069 5.2856  N131 1.208
134 H -13.0612 -6.4061 2.2406  C130 1.084
135 H -13.5542 -7.4344 3.6209  C130 1.085
136 H -14.1638 -5.7592 3.4987  C130 1.086

## Properties
- energy (eV) = -135521.8638
- LUMO (eV) = -4.326
- net charge = +1
- frontier orbital gap (eV) = 8.09
- highest occupied orbital energy (eV) = -12.41